w.
A 2-piece molecular cluster, H3O5 overall, computed with ωB97M-V/def2-TZVPD.

Geometry as XYZ:
```
8
Properties=species:S:1:pos:R:3:lowdin_charge:R:1
O -1.58877 0.29690 -0.10353 0.205
O -0.07127 0.30277 0.88211 0.137
O 1.22562 -1.11872 -0.10285 0.205
O 1.62151 1.01515 -0.37351 0.249
O 1.03837 0.17009 0.28849 -0.226
H -1.62482 -0.49864 0.38397 0.109
H -2.14213 1.02097 0.06878 0.118
H 1.54149 -1.18853 -1.04347 0.204
```

Its gap between HOMO and LUMO (spin up / spin down) is 0.370 / 0.329 Eh. The value obtained for the lowest unoccupied orbital energy (spin up / spin down) is -7.775 / -8.385 eV. Its total charge is +1. Its HOMO energy (spin up / spin down) is -17.8 / -17.3 eV.

---

x.
H3O5 as an isolated structure, computed with ωB97M-V/def2-TZVPD.

Geometry as XYZ:
```
8
Properties=species:S:1:pos:R:3:lowdin_charge:R:1
O 0.42618 -1.20834 1.68489 0.159
O 0.72336 1.04247 -0.66813 0.200
O -1.37487 0.36286 -0.86701 0.153
O 0.12803 -1.06128 0.04564 0.117
O -0.24453 0.25704 -0.07761 -0.158
H 0.70120 -2.13316 1.74230 0.121
H 0.90644 1.78226 -0.11771 0.154
H -1.26581 0.95816 -1.74235 0.254
```

Its gap between HOMO and LUMO is 0.382 Eh. The value obtained for the lowest unoccupied orbital energy is -7.347 eV. Its total charge is +1. Its HOMO energy is -17.7 eV.

---

Last place for stability: w

---

w.
An isolated ion of composition C6H10N3O and charge +1, computed with ωB97M-V/def2-TZVPD.

Geometry as XYZ:
```
20
Properties=species:S:1:pos:R:3:lowdin_charge:R:1
N -0.09844 0.16985 -1.95517 0.222
C -0.78175 0.47548 -0.88437 -0.162
N -1.87464 1.17576 -0.77764 0.069
N -2.35702 1.42780 0.50612 -0.011
C -1.55594 0.68496 1.48165 -0.136
C -0.46669 -0.02886 0.73955 -0.044
C 0.44631 -0.87412 1.19165 -0.048
C 1.54710 -1.58358 0.57211 -0.075
C 2.48612 -1.12071 -0.25765 -0.169
O 2.47797 0.13248 -0.79250 0.002
H -0.35059 0.55642 -2.85353 0.143
H 0.81316 -0.25669 -1.84693 0.098
H -2.35472 1.64980 -1.53653 0.188
H -3.35487 1.23895 0.56480 0.141
H -2.18183 -0.01531 2.04437 0.137
H -1.12754 1.40219 2.19448 0.134
H 0.35680 -1.08740 2.25458 0.135
H 1.69448 -2.58307 0.95844 0.117
H 3.31412 -1.75975 -0.54105 0.131
H 3.36799 0.39581 -1.06237 0.129
```

As for the structure (SMILES): [NH2+]=C1NNC/C1=C/C=C\O. Its gap between HOMO and LUMO is 0.333 Eh. The value obtained for the lowest unoccupied orbital energy is -3.247 eV. Its total charge is +1. Its HOMO energy is -12.3 eV.

---

x.
A 2-piece molecular cluster, C6H10N3O overall, computed with ωB97M-V/def2-TZVPD.

Geometry as XYZ:
```
20
Properties=species:S:1:pos:R:3:lowdin_charge:R:1
C -0.78543 0.73258 -0.40937 -0.218
C -0.91575 -0.48190 0.26382 -0.227
C -1.19620 1.98167 0.06235 0.027
C -0.28071 0.81038 -1.86752 0.028
C -0.63257 -1.71443 -0.46153 0.002
C -1.39422 -0.39567 1.67496 0.015
N 3.95123 0.63737 0.84726 0.127
N 2.07329 -0.29552 -0.07375 0.219
N 3.00107 0.13278 0.40747 -0.297
O -1.66483 2.98171 0.40798 0.325
H -1.11879 0.61317 -2.44914 0.084
H 0.39309 0.03582 -1.65258 0.022
H 0.10649 1.84911 -1.98305 0.123
H -1.34505 -1.86552 -1.20834 0.105
H -0.87117 -2.42775 0.32265 0.112
H 0.35993 -1.66088 -0.83036 0.066
H -1.38303 0.71599 2.01604 0.125
H -2.43153 -0.76119 1.67147 0.126
H -0.69543 -0.96913 2.21116 0.089
H 4.82962 0.08142 1.05047 0.148
```

Its gap between HOMO and LUMO is 0.305 Eh. The value obtained for the lowest unoccupied orbital energy is -5.284 eV. Its total charge is +1. Its HOMO energy is -13.6 eV.

---

y.
An isolated ion of composition C6H10N3O and charge +1, computed with ωB97M-V/def2-TZVPD.

Geometry as XYZ:
```
20
Properties=species:S:1:pos:R:3:lowdin_charge:R:1
C -0.92472 -0.19883 -2.31567 -0.016
O 0.06021 0.77709 -1.82672 -0.233
C 1.07976 0.23727 -1.08526 -0.189
C 0.76029 -0.03430 0.36333 0.019
C 0.95094 -0.85400 1.38985 0.057
C 0.31082 -0.23118 2.55269 -0.365
N 0.39151 -0.71724 3.74398 0.236
N -0.56590 0.76637 2.33427 0.151
C -0.48011 0.98417 1.02792 -0.177
N -1.06414 1.94196 0.30105 0.251
H -1.58692 -0.63625 -1.54021 0.108
H -0.36511 -0.90452 -2.81493 0.060
H -1.55009 0.31273 -3.07333 0.113
H 1.22574 -0.71004 -1.61271 0.138
H 1.83100 1.04432 -1.08063 0.163
H 1.60130 -1.65299 1.44296 0.107
H 0.97338 -1.49484 4.04865 0.150
H -0.07740 -0.13032 4.52458 0.197
H -0.82225 2.03060 -0.73074 0.153
H -1.89121 2.24941 0.60694 0.078
```

As for the structure (SMILES): COCC1=CC(N)=NC1=[NH2+]. Its gap between HOMO and LUMO is 0.336 Eh. The value obtained for the lowest unoccupied orbital energy is -4.793 eV. Its total charge is +1. Its HOMO energy is -13.9 eV.

---

Last place for stability: x

---

w.
C4H6N2OS in the gas phase, computed with ωB97M-V/def2-TZVPD.

Geometry as XYZ:
```
14
Properties=species:S:1:pos:R:3:lowdin_charge:R:1
C -1.33024 1.50993 -0.08553 -0.042
C -0.23811 0.48158 -0.07921 -0.334
C 1.12393 0.64636 -0.07536 0.039
C 1.61578 -0.68313 -0.08041 -0.447
O 2.91844 -1.00733 -0.07497 0.071
N 0.67966 -1.58082 -0.10392 0.078
N -0.47796 -0.86127 -0.10058 -0.526
S -1.98149 -1.62802 -0.15645 0.844
H -1.97766 1.41675 -0.93867 0.068
H -0.89682 2.51003 -0.08569 0.084
H -1.97365 1.42794 0.76344 0.066
H 1.67442 1.57908 -0.03571 0.115
H 2.97609 -1.98218 -0.10128 0.122
H -2.11239 -1.82891 1.15435 -0.137
```

As for the structure (SMILES): Cc1cc(O)nn1S. Its gap between HOMO and LUMO is 0.354 Eh. The value obtained for the lowest unoccupied orbital energy is 0.704 eV. Its HOMO energy is -8.9 eV.

---

x.
C4H6N2OS in the gas phase, computed with ωB97M-V/def2-TZVPD.

Geometry as XYZ:
```
14
Properties=species:S:1:pos:R:3:lowdin_charge:R:1
O -0.30704 1.62827 -0.25824 -0.138
C 0.95893 0.94262 -0.22992 -0.278
C 1.09233 -0.32660 -0.89876 -0.197
N -0.22932 -0.61024 -1.50639 0.078
C -1.03156 -0.72636 -0.57803 -0.361
N -0.51615 -0.76954 0.69364 -0.383
S -1.55249 0.15706 1.79623 0.814
C 0.82854 -0.34906 0.62619 -0.205
H -0.88653 1.18966 -1.08092 0.167
H 1.88161 1.45411 -0.32381 0.133
H 2.00079 -0.51097 -1.77805 0.210
H -2.10274 -0.59446 -0.63912 0.117
H -1.65023 -0.90677 2.72079 -0.100
H 1.51386 -0.57773 1.45638 0.144
```

As for the structure (SMILES): O[C@@H]1[C@@H]2N=CN(S)[C@H]12. Its gap between HOMO and LUMO is 0.354 Eh. The value obtained for the lowest unoccupied orbital energy is 0.643 eV. Its HOMO energy is -9.0 eV.

---

y.
C4H6N2OS in the gas phase, computed with ωB97M-V/def2-TZVPD.

Geometry as XYZ:
```
14
Properties=species:S:1:pos:R:3:lowdin_charge:R:1
C -0.53266 2.07789 -0.04623 0.043
C -1.06715 0.91765 -0.48273 -0.181
C -1.31159 -0.33167 0.31356 -0.882
S -2.58087 -1.27104 0.06535 0.777
O -0.40059 -0.73712 1.24524 -0.095
C 0.99051 -0.46726 1.08446 -0.205
N 1.69920 -0.80967 0.11257 -0.023
N 1.15860 -1.43806 -0.99786 0.053
H -0.27927 2.31710 0.97791 0.066
H -0.29465 2.89601 -0.71573 0.062
H -1.36582 0.84671 -1.53197 0.102
H 1.46374 -0.02172 1.97209 0.132
H 1.99104 -1.86215 -1.36480 0.082
H 0.52952 -2.11668 -0.63186 0.070
```

As for the structure (SMILES): C=CC(=S)O/C=N\N. Its gap between HOMO and LUMO is 0.315 Eh. The value obtained for the lowest unoccupied orbital energy is -0.370 eV. Its HOMO energy is -9.0 eV.

---

Last place for stability: x

---

w.
C4H6N2OS in the gas phase, computed with ωB97M-V/def2-TZVPD.

Geometry as XYZ:
```
14
Properties=species:S:1:pos:R:3:lowdin_charge:R:1
C 2.81891 0.00846 -0.03575 0.019
C 1.80507 -0.87605 -0.07407 -0.167
N 0.43923 -0.52294 0.04107 0.070
C -0.04550 0.78961 -0.01446 -0.461
O 0.59836 1.81230 -0.02737 0.081
C -1.51470 0.85346 0.04076 -0.194
N -2.26020 -0.19799 0.00720 -0.406
S -3.90778 0.03426 -0.04499 0.755
H 3.79548 -0.38736 0.17675 0.043
H 2.73628 1.07755 -0.14721 0.044
H 2.00407 -1.94792 -0.04766 0.105
H -0.28188 -1.23126 0.01348 0.115
H -1.90084 1.87560 0.05151 0.115
H -4.28650 -1.28772 0.06072 -0.119
```

As for the structure (SMILES): C=CNC(=O)/C=N/S. Its gap between HOMO and LUMO is 0.316 Eh. The value obtained for the lowest unoccupied orbital energy is -0.133 eV. Its HOMO energy is -8.7 eV.

---

x.
C4H6N2OS in the gas phase, computed with ωB97M-V/def2-TZVPD.

Geometry as XYZ:
```
14
Properties=species:S:1:pos:R:3:lowdin_charge:R:1
H -1.02958 -2.63651 0.03582 0.017
N -0.38486 -1.92662 -0.11668 0.084
C -0.73902 -0.66485 -0.08556 -0.336
N -1.98082 -0.10429 0.36197 0.066
C 0.40019 0.47512 -0.24699 -0.210
C 0.06445 1.67604 -0.57453 0.085
C 1.80778 0.36559 0.17042 -0.755
O 2.45065 1.36305 0.55840 -0.043
S 2.81995 -1.08234 -0.12562 0.750
H -1.88865 0.87469 0.62821 0.066
H -2.98222 -0.50856 0.63075 0.164
H -0.89124 1.64526 -0.91375 0.041
H 0.64618 2.56467 -0.66652 0.097
H 1.70721 -2.04124 0.34407 -0.026
```

As for the structure (SMILES): [H]/N=C(\N)C(=C)C(=O)S. Its gap between HOMO and LUMO is 0.338 Eh. The value obtained for the lowest unoccupied orbital energy is -0.008 eV. Its HOMO energy is -9.2 eV.

---

y.
C4H6N2OS as an isolated structure, computed with ωB97M-V/def2-TZVPD.

Geometry as XYZ:
```
14
Properties=species:S:1:pos:R:3:lowdin_charge:R:1
C -2.51780 0.03722 1.28928 -0.408
C -0.05481 0.55337 -0.05870 -0.556
C 1.20422 0.12866 -0.64055 -0.365
C 1.69592 -1.08574 -1.47020 -0.087
H -1.86585 -0.04136 2.29419 0.077
H -3.22391 -0.97981 1.25730 0.069
H -3.09873 1.06176 1.10610 0.075
H 1.49305 -0.74553 -2.61500 0.114
H 2.94917 -1.15129 -0.93030 0.170
H 1.23663 -2.09835 -1.05160 0.084
N 1.46459 2.00434 0.53368 0.002
N 2.03522 1.19603 -0.25914 0.029
O 0.14614 1.64775 0.70972 -0.047
S -1.46383 -0.52706 -0.16479 0.845
```

Its gap between HOMO and LUMO is 0.334 Eh. The value obtained for the lowest unoccupied orbital energy is 0.442 eV. Its HOMO energy is -8.6 eV.

---

z.
C4H6N2OS in the gas phase, computed with ωB97M-V/def2-TZVPD.

Geometry as XYZ:
```
14
Properties=species:S:1:pos:R:3:lowdin_charge:R:1
C -1.33404 -0.17329 -1.75474 -0.050
O -0.70118 -0.55420 -0.41940 -0.279
C 0.37097 0.41548 -0.10397 -0.199
C 1.05499 -0.15622 1.07776 -0.427
C 2.55083 -0.18660 1.11273 -0.130
N 3.70468 -0.37239 1.21174 0.148
N 0.54889 -0.65776 2.09510 -0.277
S -1.11683 -0.38970 2.57506 0.719
H -2.08505 0.69555 -1.54652 0.116
H -1.78974 -1.04391 -2.20078 0.066
H -0.57977 0.05071 -2.56277 0.091
H 1.04890 0.43258 -0.91967 0.104
H -0.08435 1.44610 0.04417 0.143
H -1.58828 0.49366 1.39129 -0.026
```

As for the structure (SMILES): COC/C(C#N)=N\S. Its gap between HOMO and LUMO is 0.344 Eh. The value obtained for the lowest unoccupied orbital energy is -0.081 eV. Its HOMO energy is -9.5 eV.

---

Last place for stability: y